1.
ORCA calculation (ωB97M-V with the def2-TZVPD basis set) on 2 unconnected molecules or ions with the total composition C3H8NO.

```
13
Properties=species:S:1:pos:R:3:lowdin_charge:R:1
O 0.34 1.77 -0.90 -0.26
N 1.03 -0.02 0.70 -0.09
C -0.44 1.23 -1.91 -0.29
C -0.69 -1.39 1.65 -0.12
C 0.62 -1.06 1.48 -0.45
H 1.41 -1.69 1.92 0.06
H 0.09 0.59 -2.62 0.05
H -1.00 2.03 -2.44 0.05
H -1.43 -0.76 1.17 0.00
H 0.60 1.02 -0.15 -0.02
H -1.31 0.70 -1.47 0.06
H -1.02 -2.05 2.45 -0.02
H 1.79 -0.38 0.12 0.01
```

HOMO energy (eV): -2.5
Relative energy (zero: lowest compared OMol25 entry of this formula, charge and spin) (kJ/mol): 79.8
Charge: -1
HOMO-LUMO gap (eV): 6.97
LUMO (eV): 4.479

---

2.
ORCA calculation (ωB97M-V with the def2-TZVPD basis set) on C5H5N in the gas phase.

```
11
Properties=species:S:1:pos:R:3:lowdin_charge:R:1
N 3.36 0.55 0.51 0.19
C 0.63 0.51 -0.09 -0.01
C 1.82 0.51 -0.30 -0.18
C -1.33 -0.89 0.53 -0.11
C 3.26 0.51 -0.69 -0.10
C -0.82 0.50 0.14 -0.25
H -1.32 0.85 -0.76 0.12
H -1.13 -1.62 -0.26 0.08
H -0.86 -1.25 1.45 0.08
H -1.05 1.22 0.93 0.12
H -2.41 -0.86 0.69 0.07
```

HOMO energy (eV): -9.8
Relative energy (zero: lowest compared OMol25 entry of this formula, charge and spin) (kJ/mol): 447.2
HOMO-LUMO gap (eV): 9.71
LUMO (eV): -0.137

---

3.
ORCA calculation (ωB97M-V with the def2-TZVPD basis set) on 2 unconnected molecules or ions with the total composition C5H12N2O2S.

```
22
Properties=species:S:1:pos:R:3:lowdin_charge:R:1
S -0.67 2.93 0.84 0.78
O -0.36 2.61 -0.77 -0.51
O -0.51 -0.58 -2.97 0.07
N 1.01 -0.10 -0.27 0.19
N -2.07 -0.57 -1.34 0.18
C 0.25 -2.38 -0.21 -0.20
C 0.50 -2.47 1.29 -0.10
C 1.01 2.98 1.51 -0.39
C 0.21 -0.96 -0.71 -0.32
C -0.81 -0.68 -1.80 -0.52
H 0.89 3.08 2.59 0.03
H 1.54 3.83 1.11 0.03
H 0.90 0.82 -0.72 0.04
H 1.51 2.04 1.28 0.01
H 0.62 -3.50 1.59 0.07
H -2.26 -0.49 -0.35 0.11
H 1.06 -2.88 -0.74 0.12
H -0.33 -2.04 1.84 0.07
H -0.68 -2.89 -0.48 0.11
H -0.41 3.43 -1.29 0.04
H -2.79 -0.27 -1.98 0.11
H 1.40 -1.91 1.55 0.06
```

HOMO energy (eV): -9.0
Relative energy (zero: lowest compared OMol25 entry of this formula, charge and spin) (kJ/mol): 0.0
HOMO-LUMO gap (eV): 9.52
Structure (SMILES): [H]/N=C(/CC)C(N)=O.CSO
LUMO (eV): 0.545

---

4.
ORCA calculation (ωB97M-V with the def2-TZVPD basis set) on 2 unconnected molecules or ions with the total composition C2H3IO.

```
7
Properties=species:S:1:pos:R:3:lowdin_charge:R:1
I 0.10 -3.45 3.14 0.54
O 1.88 -1.49 1.68 -0.05
C 1.75 -1.91 2.73 -0.48
C 0.80 0.22 -0.34 0.10
H 0.39 1.22 -0.25 0.00
H 0.22 -0.55 -0.74 -0.03
H 1.64 -0.21 0.12 -0.07
```

HOMO energy (alpha / beta) (eV): -9.5 / -8.8
Relative energy (zero: lowest compared OMol25 entry of this formula, charge and spin) (kJ/mol): 331.5
HOMO-LUMO gap (alpha / beta) (eV): 9.61 / 6.33
LUMO (alpha / beta) (eV): 0.148 / -2.433

---

5.
ORCA calculation (ωB97M-V with the def2-TZVPD basis set) on a molecular structure, C36H40BaO3P2S.

```
83
Properties=species:S:1:pos:R:3:lowdin_charge:R:1
Ba -0.24 0.28 3.37 1.64
S -1.49 -0.02 6.08 0.34
P 1.78 0.00 0.68 0.92
P -1.41 -0.61 0.51 0.87
O -2.19 0.74 4.98 -0.61
O -0.57 0.79 6.86 -0.32
O -0.84 -1.20 5.41 -0.58
C -2.99 3.13 0.24 -0.08
C 0.52 -1.12 -5.42 -0.20
C 2.62 2.11 -1.00 -0.10
C -0.85 -1.51 -4.81 -0.19
C 1.40 -0.30 -4.53 -0.11
C 0.57 2.01 -5.20 -0.18
C 5.72 -1.27 0.99 -0.08
C -4.37 2.90 0.11 -0.08
C 5.58 -2.55 1.55 -0.08
C -2.72 -2.99 -0.25 -0.08
C 3.04 3.87 1.13 -0.07
C -2.59 0.75 0.26 -0.37
C -2.37 -2.11 0.78 -0.39
C 2.59 2.57 1.39 -0.09
C 4.29 -3.03 1.83 -0.08
C 2.37 1.69 0.31 -0.39
C -0.81 1.50 -5.69 -0.20
C -0.36 -0.77 -0.91 -0.29
C 1.42 1.04 -4.43 -0.11
C 2.29 0.79 4.47 -0.40
C -1.67 0.88 -4.62 -0.10
C -3.43 -4.16 0.05 -0.08
C 3.10 3.40 -1.25 -0.08
C -3.39 -3.58 2.41 -0.07
C 1.00 -0.62 -0.81 -0.30
C 3.32 4.28 -0.18 -0.08
C 4.60 -0.48 0.72 -0.07
C 3.16 -2.26 1.55 -0.10
C -2.72 -2.40 2.12 -0.10
C -3.76 -4.46 1.37 -0.07
C -1.67 -0.40 -4.22 -0.14
C 3.30 -0.97 0.99 -0.35
C -4.85 1.59 0.03 -0.08
C -2.09 2.07 0.28 -0.11
C -3.97 0.51 0.08 -0.08
C -2.79 -0.66 7.10 -0.15
H 2.43 1.42 -1.83 0.07
H 2.16 -0.09 5.13 -0.09
H -2.41 -0.72 -3.47 0.09
H -3.37 0.20 7.43 0.07
H 4.16 -4.02 2.27 0.10
H 2.16 -2.64 1.76 0.10
H -5.06 3.75 0.06 0.10
H 3.32 3.70 -2.27 0.10
H -2.38 1.59 -4.17 0.11
H 2.24 1.73 5.08 -0.07
H -0.66 -2.25 -4.01 0.10
H 2.19 1.52 -3.82 0.08
H 0.40 2.89 -4.56 0.11
H -2.45 -1.70 2.93 0.07
H -4.31 -5.37 1.61 0.11
H -2.36 -1.20 7.96 0.07
H 0.38 -0.68 -6.42 0.10
H 1.06 -2.07 -5.58 0.11
H -1.01 2.24 0.32 0.10
H 4.72 0.51 0.29 0.10
H -0.90 -0.98 -1.83 0.04
H 1.69 -0.93 -1.59 0.06
H -2.60 4.15 0.30 0.11
H -5.93 1.41 -0.09 0.11
H 3.25 0.72 3.95 -0.09
H 3.70 5.28 -0.37 0.10
H 6.45 -3.16 1.76 0.10
H -3.41 -1.34 6.51 0.07
H -1.35 2.40 -6.03 0.11
H 2.13 -0.89 -3.96 0.10
H 1.13 2.37 -6.08 0.12
H -1.42 -2.04 -5.59 0.12
H -0.69 0.85 -6.57 0.10
H 2.42 2.22 2.42 0.05
H -3.73 -4.84 -0.76 0.11
H 6.72 -0.89 0.77 0.10
H -4.34 -0.51 0.00 0.10
H -2.44 -2.77 -1.28 0.10
H 3.20 4.55 1.96 0.11
H -3.62 -3.82 3.44 0.11
```

HOMO energy (eV): -5.8
Relative energy (zero: lowest compared OMol25 entry of this formula, charge and spin) (kJ/mol): 0.0
HOMO-LUMO gap (eV): 5.65
LUMO (eV): -0.118

---

6.
ORCA calculation (ωB97M-V with the def2-TZVPD basis set) on 2 unconnected molecules or ions with the total composition C2H7NO4P.

```
15
Properties=species:S:1:pos:R:3:lowdin_charge:R:1
P -1.97 1.33 -1.36 0.25
O -2.78 1.89 -0.22 -0.38
O -1.35 2.15 -2.49 -0.39
O -1.36 0.38 1.52 -0.11
O -2.83 0.06 -1.86 -0.24
N 0.24 -0.52 -0.85 -0.06
C 1.70 -0.32 -0.34 -0.11
C -0.38 0.56 -0.69 -0.33
H -1.89 1.19 1.22 0.03
H 2.44 -0.81 -1.09 0.08
H 1.80 0.76 -0.23 0.05
H 1.78 -0.89 0.52 0.02
H -1.69 -0.39 1.10 0.00
H 0.18 1.45 -0.52 0.05
H -2.04 -0.68 -1.95 0.13
```

HOMO energy (eV): -5.2
Relative energy (zero: lowest compared OMol25 entry of this formula, charge and spin) (kJ/mol): 126.5
Charge: -1
HOMO-LUMO gap (eV): 9.17
LUMO (eV): 3.920

---

7.
ORCA calculation (ωB97M-V with the def2-TZVPD basis set) on a molecular structure, C5H27N2O8.

```
42
Properties=species:S:1:pos:R:3:lowdin_charge:R:1
O 0.59 0.10 1.94 -0.27
O -0.87 0.30 -1.66 -0.10
O -0.63 3.05 -3.08 -0.04
O 2.75 -0.64 -1.98 -0.09
O 2.42 2.84 -0.06 -0.09
O 2.83 -1.37 1.11 -0.11
O 2.76 0.87 2.76 -0.05
O 0.69 2.51 1.63 -0.24
N -4.19 -0.28 0.68 -0.05
N -0.26 -2.74 -1.23 -0.02
C -2.85 -0.37 1.36 -0.31
C -1.82 -1.29 0.72 -0.30
C -2.22 -2.71 0.57 -0.23
C 0.46 2.54 -3.02 -0.15
C -1.57 -3.37 -0.78 -0.23
H 2.47 -0.30 -1.13 -0.01
H -1.53 1.04 -1.86 0.09
H -0.80 -1.26 1.23 0.11
H -0.42 -1.82 -1.70 0.04
H -4.84 -0.77 1.29 0.04
H -1.75 -3.39 1.36 0.10
H 0.67 1.49 -3.40 0.09
H 0.62 -2.88 -0.79 0.03
H 1.89 2.73 0.79 -0.04
H 2.97 -1.63 -1.89 0.08
H 2.95 1.76 2.59 0.01
H 2.20 2.26 -0.70 -0.08
H 1.31 3.10 -2.43 0.10
H 1.96 -1.52 0.71 0.00
H -3.87 -0.71 -0.35 0.14
H 0.14 0.10 2.80 0.04
H -2.41 0.77 1.43 0.14
H -1.50 -0.78 -0.20 0.04
H -0.76 0.18 -0.70 0.02
H 2.61 -0.84 1.94 0.03
H -0.07 3.07 1.46 0.01
H 2.03 0.60 2.27 -0.11
H -2.26 -3.12 -1.68 0.13
H 0.52 1.32 1.77 0.00
H -1.23 -4.33 -0.39 0.08
H -3.02 -0.69 2.39 0.09
H -3.26 -3.27 0.51 0.13
```

HOMO energy (eV): -6.1
Relative energy (zero: lowest compared OMol25 entry of this formula, charge and spin) (kJ/mol): 601.7
Charge: -1
HOMO-LUMO gap (eV): 9.07
LUMO (eV): 2.997

---

8.
ORCA calculation (ωB97M-V with the def2-TZVPD basis set) on a molecular structure, C21H33N6OS6Sr.

```
68
Properties=species:S:1:pos:R:3:lowdin_charge:R:1
Sr -0.81 1.17 -0.16 1.02
S -6.64 5.84 -1.56 0.40
S 1.88 -0.63 0.89 0.67
S -5.11 4.10 0.33 0.85
S -2.86 1.43 -2.29 0.35
S -3.28 1.98 1.27 0.35
S -4.82 3.65 -2.45 0.85
O -1.09 -1.24 0.27 -0.18
N 0.54 2.28 1.93 -0.06
N 1.68 2.55 -0.87 -0.19
N -0.96 3.84 -0.81 -0.04
N 0.25 -2.75 1.36 0.09
N 2.35 -3.25 0.66 -0.13
N 0.56 0.21 -2.31 -0.05
C -0.90 -2.11 1.12 -0.47
C 2.45 1.66 -1.75 -0.23
C -2.00 -3.73 2.73 -0.04
C -3.11 -4.14 3.46 -0.10
C 3.73 -2.94 0.33 -0.27
C -4.01 2.79 -0.09 -1.21
C -4.36 -2.26 2.62 -0.07
C 1.62 1.05 -2.87 -0.25
C -2.08 -2.59 1.93 -0.13
C -3.87 2.58 -1.43 -1.23
C 1.53 3.28 1.52 -0.26
C 1.93 -4.65 0.62 -0.21
C 1.43 -2.29 0.95 -0.73
C -3.26 -1.86 1.88 -0.02
C -4.29 -3.40 3.41 -0.10
C 1.37 3.82 -1.53 -0.19
C 1.12 -5.02 -0.62 -0.07
C -0.08 3.96 -1.97 -0.26
C -5.58 4.60 -1.24 -1.55
C 3.97 -2.75 -1.17 -0.08
C 2.41 2.77 0.39 -0.22
H -0.37 3.17 -2.67 0.08
H 5.01 -2.49 -1.36 0.07
H 3.23 3.49 0.24 0.12
H 2.86 0.85 -1.15 0.06
H 4.01 -2.04 0.86 0.06
H 1.68 -4.83 -1.53 0.06
H 3.30 2.20 -2.20 0.12
H 1.15 1.84 -3.47 0.10
H -5.27 -1.68 2.59 0.10
H 1.35 -4.86 1.51 0.11
H -0.16 2.67 2.55 0.07
H 0.85 -6.08 -0.59 0.07
H -1.93 3.77 -1.10 0.02
H -0.09 -0.11 -3.02 0.08
H -0.90 4.65 -0.21 0.09
H 2.03 3.97 -2.40 0.12
H 0.99 1.49 2.38 0.03
H 2.86 1.83 0.70 0.06
H 0.20 -4.44 -0.65 0.07
H 2.30 0.51 -3.54 0.11
H 0.95 -0.60 -1.83 0.04
H -3.05 -5.03 4.07 0.09
H 0.99 4.17 1.20 0.10
H 3.34 -1.94 -1.53 0.05
H -5.15 -3.72 3.99 0.09
H 4.35 -3.76 0.70 0.11
H 2.19 3.59 2.34 0.11
H -3.32 -0.97 1.27 0.07
H 3.73 -3.66 -1.73 0.06
H -1.08 -4.28 2.76 0.10
H -0.19 4.92 -2.51 0.12
H 1.59 4.64 -0.84 0.11
H 2.84 -5.26 0.66 0.11
```

HOMO energy (eV): -3.5
Relative energy (zero: lowest compared OMol25 entry of this formula, charge and spin) (kJ/mol): 2.4
Charge: -1
HOMO-LUMO gap (eV): 5.73
LUMO (eV): 2.243